[1]
The following is a DFT calculation (wB97M-V/def2-TZVPD) of a structure of composition C22H45BN2O4Sb in a non-equilibrium geometry.

Positions of all 75 atoms, in Å:
1 C 5.0581 2.0301 2.4893
2 C 4.9075 0.3840 2.5627
3 C 5.0972 -0.3483 1.0743
4 C 3.6909 -1.1385 0.6334
5 C 3.9238 -2.3577 -0.4194
6 C 2.7922 -3.5085 -0.5066
7 C 1.3560 -3.2331 0.2064
8 C 0.1793 -2.7891 -0.8981
9 C 0.1256 -1.2043 -1.2241
10 Sb -1.2238 0.0609 -0.0211
11 N -2.6542 -0.2145 -1.5729
12 C -2.0158 -1.5647 1.2170
13 C -3.5551 -2.0578 0.9133
14 C -3.6302 -3.4540 -0.0030
15 C -3.9476 -3.1856 -1.5867
16 C 0.3166 0.3951 1.5918
17 B 0.9595 1.9006 1.4417
18 O 2.2941 2.1576 0.7981
19 O 0.2777 3.1299 1.9770
20 O -0.5112 1.8121 -0.8751
21 C 0.0793 1.5963 -2.1864
22 C 0.2473 3.0671 -2.9693
23 C -1.2376 3.5505 -3.4710
24 O 1.0165 2.7282 -4.2135
25 C -2.7036 1.4256 1.0060
26 C -3.5454 2.3917 -0.0735
27 C -4.6168 3.3827 0.7172
28 C -4.6494 3.2226 2.3345
29 N -3.8569 2.3698 3.2644
30 C -2.8657 1.4608 2.6236
31 H 5.9563 2.4220 3.1704
32 H 4.0812 2.5149 2.9615
33 H 5.1181 2.4488 1.3878
34 H 3.8286 0.1812 3.0044
35 H 5.6656 -0.0452 3.3653
36 H 5.9336 -1.1801 1.2552
37 H 5.4478 0.4350 0.2768
38 H 3.0486 -0.3072 0.0750
39 H 3.1804 -1.4414 1.6482
40 H 4.9466 -2.8885 -0.1065
41 H 4.1516 -1.8768 -1.4829
42 H 2.6442 -3.7759 -1.6604
43 H 3.2457 -4.5018 -0.0292
44 H 0.9767 -4.2979 0.5968
45 H 1.3640 -2.5483 1.1525
46 H 0.5246 -3.3326 -1.9052
47 H -0.8711 -3.2967 -0.6525
48 H -0.2570 -1.1401 -2.3552
49 H 1.2145 -0.7500 -1.1143
50 H -3.6248 -0.1385 -1.2086
51 H -2.5659 0.6061 -2.2444
52 H -2.0525 -1.1606 2.3436
53 H -1.3716 -2.5398 1.3202
54 H -4.2838 -1.2236 0.5440
55 H -3.9902 -2.3993 1.9731
56 H -4.5771 -4.0416 0.4244
57 H -2.6897 -4.1159 0.2172
58 H -2.9302 -2.7952 -2.0727
59 H -4.7396 -2.3098 -1.7435
60 H -4.2446 -4.1651 -2.1747
61 H 1.1565 -0.4180 1.5442
62 H -0.1615 0.3008 2.6818
63 H 2.2459 1.8327 -0.1565
64 H 0.1800 3.7851 1.2006
65 H 1.2026 1.2276 -2.0292
66 H -0.5296 0.9354 -2.9342
67 H 0.8393 3.8525 -2.3351
68 H -1.3485 3.3484 -4.6401
69 H -2.0487 2.8911 -2.9431
70 H -1.3405 4.7006 -3.2786
71 H 1.7058 2.0184 -3.9920
72 H -3.3797 2.3655 -1.2312
73 H -5.2884 4.1303 0.0971
74 H -5.4587 3.9165 2.8766
75 H -2.2126 0.7678 3.3433

As for the LUMO energy: 2.6365 eV. As for the max |F|: 6.55 eV/A. As for the net charge: -1.

Atom charges from the Mulliken analysis, given in e for atoms 1 to 6: number 1, C, carries -0.812; number 2, C, carries -0.259; number 3, C, carries -0.683; number 4, C, carries 0.445; number 5, C, carries -0.527; number 6, C, carries -0.722

***

[2]
The following is a DFT calculation (wB97M-V/def2-TZVPD) of a structure of composition C22H45LiN6O4Si.

Positions of all 79 atoms, in Å:
1 Li 0.0031 -0.1747 0.0401
2 C 2.4876 2.2225 -0.5666
3 C 2.8701 0.8015 -0.3381
4 N 2.0452 -0.2189 -0.2883
5 C 2.8256 -1.3411 -0.0882
6 C 4.1332 -0.9870 -0.0150
7 N 4.1475 0.3814 -0.1730
8 H 1.4035 2.2974 -0.6222
9 H 2.8998 2.5928 -1.5062
10 H 2.8406 2.8674 0.2394
11 H 2.3943 -2.3253 -0.0186
12 H 5.0302 -1.5610 0.1302
13 H 4.9646 0.9661 -0.1919
14 C -5.9119 -1.0586 1.1319
15 C -5.0624 -1.4301 -0.0772
16 C -4.1681 -2.6211 0.2577
17 C -5.9544 -1.7438 -1.2741
18 O -4.2722 -0.2828 -0.3640
19 Si -2.9239 -0.0714 -1.3005
20 O -1.6020 -0.0707 -0.4456
21 O -2.9855 -1.2581 -2.4548
22 C -2.3565 -1.3120 -3.7306
23 C -0.9639 -0.6888 -3.6762
24 C -2.2563 -2.7892 -4.0892
25 C -3.2296 -0.5782 -4.7432
26 O -3.1553 1.3523 -2.1183
27 C -3.6656 2.5916 -1.6441
28 C -3.1795 2.8604 -0.2208
29 C -3.1347 3.6593 -2.5917
30 C -5.1899 2.5544 -1.6890
31 H -6.5651 -1.8853 1.4188
32 H -6.5294 -0.1893 0.8995
33 H -5.2689 -0.8080 1.9775
34 H -4.7757 -3.4929 0.5101
35 H -3.5338 -2.3801 1.1136
36 H -3.5310 -2.8711 -0.5914
37 H -6.6117 -2.5871 -1.0491
38 H -5.3455 -1.9886 -2.1439
39 H -6.5712 -0.8755 -1.5132
40 H -0.3573 -1.1901 -2.9199
41 H -1.0258 0.3709 -3.4200
42 H -0.4720 -0.7872 -4.6465
43 H -1.6293 -3.3096 -3.3630
44 H -1.8268 -2.9213 -5.0843
45 H -3.2487 -3.2423 -4.0726
46 H -3.3189 0.4724 -4.4673
47 H -4.2282 -1.0186 -4.7566
48 H -2.8013 -0.6514 -5.7456
49 H -2.0885 2.8341 -0.1890
50 H -3.5619 2.0997 0.4637
51 H -3.5232 3.8404 0.1180
52 H -2.0440 3.6850 -2.5527
53 H -3.5206 4.6455 -2.3260
54 H -3.4359 3.4286 -3.6146
55 H -5.5633 1.7807 -1.0187
56 H -5.5225 2.3253 -2.7029
57 H -5.6094 3.5183 -1.3912
58 C 0.6669 -1.0008 2.9197
59 N -0.0256 0.0467 2.1492
60 C 0.5399 1.3464 2.5475
61 N 0.4087 1.5974 3.9803
62 C 1.0862 0.5103 4.6942
63 N 0.5366 -0.8068 4.3618
64 C -0.8951 -0.7960 4.6911
65 N -1.6213 0.2526 3.9748
66 C -1.4554 0.0343 2.5386
67 C -1.0208 1.5411 4.3190
68 H 1.7257 -0.9951 2.6500
69 H 0.2395 -1.9697 2.6512
70 H 0.0193 2.1346 1.9980
71 H 1.6006 1.3634 2.2788
72 H 0.9841 0.6756 5.7682
73 H 2.1481 0.5262 4.4383
74 H -1.0062 -0.6378 5.7655
75 H -1.3249 -1.7657 4.4337
76 H -1.9777 0.8026 1.9704
77 H -1.8821 -0.9280 2.2556
78 H -1.1334 1.7136 5.3910
79 H -1.5434 2.3326 3.7793

As for the LUMO energy: 0.0083 eV. As for the max |F|: 0.38 eV/A. The relative energy (zero: lowest compared OMol25 entry of this formula, charge and spin) comes out at 0.0 kcal/mol. As for the net charge: 0.

Atom charges from the Mulliken analysis, given in e for atoms 1 to 6: number 1, Li, carries 0.800; number 2, C, carries -1.094; number 3, C, carries 0.276; number 4, N, carries -0.008; number 5, C, carries -0.558; number 6, C, carries -0.540

***

[3]
The following is a DFT calculation (wB97M-V/def2-TZVPD) of a structure of composition C22H45N2OP3SeZr in a non-equilibrium geometry.

Positions of all 75 atoms, in Å:
1 Zr 0.1601 0.3160 0.3696
2 P -2.5044 -0.7084 0.0347
3 P 0.8110 -2.3469 0.5976
4 P -1.3039 2.4967 -0.6433
5 H 5.9025 -0.3193 -4.3011
6 C 5.6116 0.6919 -3.9553
7 C 5.3130 1.0506 -2.6823
8 H 5.3278 0.3316 -1.8262
9 C -3.1640 -1.3779 -1.5234
10 C -2.6396 -2.0879 1.1845
11 C -3.7551 0.4657 0.5733
12 C 2.5506 -2.5179 0.0566
13 C 0.7562 -3.6360 1.9178
14 C 0.0214 -3.2632 -0.7991
15 C -0.0636 3.6454 -1.3391
16 C -2.5041 3.7408 0.0479
17 C -2.2019 2.0557 -2.1863
18 H 5.6813 1.4626 -4.7462
19 H 5.1364 2.1207 -2.4469
20 H -4.1590 -1.8148 -1.3392
21 H -2.4897 -2.1504 -1.9168
22 H -3.2343 -0.5813 -2.2751
23 H -3.7140 -2.3023 1.3191
24 H -2.2161 -1.8473 2.1704
25 H -2.1489 -2.9994 0.8194
26 H -4.5640 0.5252 -0.1711
27 H -3.3674 1.4807 0.7325
28 H -4.1897 0.1483 1.5338
29 H 2.9077 -3.5268 0.2968
30 H 3.1614 -1.7721 0.5730
31 H 2.6233 -2.3427 -1.0208
32 H 0.5777 -4.6394 1.4846
33 H -0.0354 -3.4121 2.6493
34 H 1.7175 -3.6434 2.4590
35 H 0.5097 -4.2443 -0.8828
36 H 0.1749 -2.6975 -1.7245
37 H -1.0572 -3.3950 -0.6626
38 H -0.5353 4.6341 -1.4717
39 H 0.3029 3.2561 -2.2981
40 H 0.7913 3.7099 -0.6520
41 H -2.2755 4.7246 -0.4004
42 H -2.4029 3.8171 1.1411
43 H -3.5488 3.4820 -0.1952
44 H -2.0211 2.8567 -2.9147
45 H -3.2814 1.9531 -2.0105
46 H -1.8254 1.1147 -2.5982
47 C 1.4045 0.2792 -2.7096
48 C 0.8764 -0.2701 -3.8980
49 C 1.1023 0.5246 -5.0200
50 C 1.7510 1.7694 -4.9093
51 C 2.4362 2.1386 -3.7447
52 C 2.4715 1.2000 -2.7271
53 O 0.8213 0.0940 -1.5184
54 H -1.0398 -0.5207 -0.8689
55 H 0.3641 -1.2388 -3.9151
56 H 0.7419 0.2245 -6.0042
57 H 1.7480 2.4875 -5.7357
58 H 2.9199 3.1245 -3.6967
59 H 3.1749 1.1383 -1.9015
60 C 2.0566 0.7089 4.4146
61 N 0.8228 0.0215 4.7142
62 C 0.7135 -1.0050 5.6410
63 C -0.5919 -1.3493 5.6866
64 N -1.2674 -0.5293 4.7985
65 C -2.6881 -0.5628 4.5714
66 C -0.3902 0.2991 4.1507
67 Se -0.7194 1.5524 2.7876
68 H 2.3271 1.4492 5.1814
69 H 1.9820 1.2330 3.4569
70 H 2.8728 -0.0194 4.3478
71 H 1.5847 -1.3829 6.1456
72 H -1.0843 -2.0993 6.2626
73 H -3.0094 -1.5577 4.2541
74 H -3.2560 -0.3072 5.4708
75 H -2.9605 0.1438 3.7872

As for the LUMO energy (spin up / spin down): -14.7790 / -14.7813 eV. As for the max |F|: 3.54 eV/A. As for the net charge: +4.

Atom charges from the Mulliken analysis, given in e for atoms 1 to 6: number 1, Zr, carries -0.166; number 2, P, carries 1.091; number 3, P, carries 1.116; number 4, P, carries 1.075; number 5, H, carries 0.270; number 6, C, carries -0.467